(1)
The following is a DFT calculation (ωB97M-V/def2-TZVPD) of 10 unconnected molecules or ions with the total composition C50H60O29 at a distorted geometry.

Results
calculated total energy	-112177.3744	eV
multiplicity	1
HOMO-LUMO gap	6.655	eV
charge	0
SMILES	CC[C@@H](C)c1cccc2c1C(=O)C=C(CCCc1ccccc1)C2=O.O=C1OCCO1.O=C1OCCO1.O=C1OCCO1.O=C1OCCO1.O=C1OCCO1.O=C1OCCO1.O=C1OCCO1.O=C1OCCO1.O=C1OCCO1
largest force on an atom	8.1	eV Å⁻¹

Structure (XYZ):
```
139
Properties=species:S:1:pos:R:3:forces:R:3
C -1.382437 -3.696623 -3.968998 0.002 0.718 0.576
C -1.204076 -2.130059 -4.518391 1.198 -0.512 0.410
C -0.363293 -1.199228 -3.428096 0.362 -0.593 0.382
C -0.195082 0.364028 -3.897856 1.081 0.208 -0.622
C -0.955163 -1.356152 -1.872100 -0.652 -0.064 2.809
C -2.552660 -1.574960 -1.539132 3.093 0.074 3.728
C -2.989718 -1.761603 0.060365 3.239 0.578 -1.656
C -1.885583 -1.713193 1.308067 1.202 0.391 -3.589
C -0.296108 -1.483814 0.981637 -2.584 -0.169 -2.734
C 0.114659 -1.297614 -0.628342 -1.824 -0.462 0.760
C 1.753175 -1.082871 -0.887704 1.096 2.354 -2.218
O 2.267483 -0.274792 -1.818133 -3.008 -5.085 5.539
C 2.722186 -1.946325 0.168745 -1.876 0.195 3.202
C 2.361915 -2.119673 1.630673 0.667 0.544 -3.757
C 3.322605 -2.975957 2.700121 -1.996 -0.005 0.087
C 4.156438 -4.193129 2.005588 -0.025 -0.908 -0.310
C 5.781046 -4.118942 2.108784 0.642 0.315 -0.876
C 6.439189 -2.628973 2.199290 2.405 3.623 1.308
C 7.430896 -2.336608 3.514373 -0.429 2.853 -2.571
C 8.193816 -0.893383 3.730121 -1.909 -0.426 -2.760
C 8.027280 0.367772 2.665555 -2.548 -4.475 -0.992
C 7.035807 0.073380 1.351623 0.905 -2.247 2.830
C 6.277348 -1.397503 1.133432 2.178 0.535 2.964
C 0.914924 -1.448731 2.134739 -0.973 1.472 3.183
O 0.705550 -0.940667 3.351644 1.279 -3.216 -7.141
H -1.085426 -4.483263 -4.785932 -1.017 1.636 1.592
H -2.500210 -3.769142 -3.607961 2.279 -0.411 -0.803
H -0.696434 -3.911739 -3.020317 -1.429 0.667 -1.963
H -0.499315 -2.217380 -5.477121 -1.729 0.601 1.929
H -2.231231 -1.631710 -4.781925 2.030 -0.997 0.389
H 0.737462 -1.661112 -3.419840 -2.460 0.919 0.243
H -0.689681 1.148592 -3.182058 0.875 -1.836 -1.520
H -0.583456 0.487794 -5.014860 0.544 -0.223 2.608
H 0.966400 0.632773 -3.949044 -2.532 -0.704 0.311
H -3.357301 -1.599684 -2.409728 1.949 0.064 2.159
H -4.154987 -1.933273 0.238246 2.947 0.440 -0.108
H -2.266805 -1.888180 2.411126 0.959 0.451 -2.576
H 3.689620 -2.403245 -0.304146 -2.004 1.081 1.135
H 2.538322 -3.483793 3.444340 1.663 1.240 -1.589
H 3.943358 -2.236844 3.359998 -0.924 -1.384 -1.537
H 3.829456 -5.206790 2.545574 0.701 2.266 -1.179
H 3.895169 -4.378461 0.855708 0.277 0.762 2.607
H 6.144595 -4.776205 3.012849 -0.563 1.575 -1.736
H 6.206264 -4.616909 1.110596 -0.830 0.984 2.262
H 7.610285 -3.215560 4.302185 -0.443 2.227 -1.931
H 8.917801 -0.736550 4.658699 -1.893 -0.562 -2.370
H 8.586724 1.408990 2.806384 -1.380 -2.675 -0.346
H 6.896043 0.966040 0.572840 0.203 -2.393 1.787
H 5.630227 -1.534314 0.168975 1.423 0.347 2.100
O -2.685167 1.786719 -4.255155 0.251 2.603 -0.140
C -2.377511 2.966354 -4.293770 -0.538 -2.050 0.019
O -3.221911 3.994638 -3.988656 0.351 -1.025 -0.248
C -2.435549 5.170074 -3.934447 -0.225 1.204 0.411
C -1.255727 4.833633 -4.787570 0.781 0.817 -0.402
O -1.143575 3.429955 -4.648924 -0.933 -0.715 0.305
H -2.994653 6.028481 -4.316782 -0.106 -0.268 0.113
H -2.157468 5.361572 -2.892774 0.004 -0.049 -0.097
H -1.421430 5.072689 -5.843360 -0.023 -0.047 0.079
H -0.342474 5.331042 -4.449618 -0.066 -0.278 -0.034
O -5.848267 6.421947 -4.000382 -0.746 -1.756 1.811
C -6.212869 5.608454 -3.167928 0.727 1.500 -1.667
O -7.095385 4.596180 -3.412759 0.515 0.981 -0.026
C -7.080241 3.753571 -2.275776 -0.270 -1.142 0.104
C -6.603083 4.656877 -1.185203 -0.051 -0.220 1.150
O -5.791842 5.592751 -1.869412 -0.114 0.168 -1.028
H -8.077833 3.352189 -2.077429 0.109 0.108 -0.224
H -6.392254 2.922079 -2.461186 -0.078 0.079 0.056
H -7.424099 5.191475 -0.695882 0.049 -0.005 -0.051
H -6.024176 4.123305 -0.426371 0.022 0.196 -0.165
O 1.909159 5.207153 -1.744843 -0.810 -1.608 1.627
C 1.544557 4.393660 -0.912390 0.711 1.371 -1.324
O 0.662041 3.381387 -1.157221 0.578 1.024 -0.132
C 0.677185 2.538777 -0.020238 -0.421 -1.170 0.279
C 1.154342 3.442082 1.070336 -0.389 -0.021 1.181
O 1.965584 4.377957 0.386127 0.103 0.245 -1.381
H -0.320408 2.137395 0.178110 0.107 0.120 -0.160
H 1.365171 1.707284 -0.205647 -0.047 0.087 -0.061
H 0.333327 3.976680 1.559657 0.357 -0.160 -0.228
H 1.733249 2.908510 1.829168 0.019 0.203 -0.125
O -1.891793 -5.509777 -6.653041 -2.625 -0.142 -0.143
C -3.111150 -5.537502 -6.662269 2.272 0.052 -0.007
O -3.893267 -5.467480 -5.545639 0.800 -0.160 -0.712
C -5.227503 -5.302667 -5.987909 -0.919 0.309 0.609
C -5.203384 -5.868775 -7.370635 -0.907 -0.343 -0.630
O -3.871272 -5.643667 -7.791251 0.799 0.188 0.735
H -5.921848 -5.834994 -5.332049 0.264 0.085 0.013
H -5.474277 -4.235866 -5.976960 0.037 -0.083 -0.015
H -5.401683 -6.945700 -7.385041 0.033 0.092 0.013
H -5.910644 -5.368198 -8.037616 0.270 -0.076 -0.007
O -6.824171 0.741520 -0.526844 -2.738 0.007 -0.042
C -8.043528 0.713796 -0.536073 2.536 -0.016 0.080
O -8.825645 0.783818 0.580557 0.741 -0.127 -0.675
C -10.159881 0.948630 0.138288 -0.919 0.284 0.625
C -10.135762 0.382523 -1.244438 -0.935 -0.353 -0.636
O -8.803650 0.607630 -1.665054 0.721 0.206 0.645
H -10.854226 0.416303 0.794148 0.258 0.099 0.008
H -10.406656 2.015432 0.149237 0.020 -0.082 -0.011
H -10.334062 -0.694403 -1.258843 0.030 0.097 0.015
H -10.843022 0.883100 -1.911419 0.261 -0.082 -0.009
O -1.071145 3.312807 2.869303 -1.001 -1.721 1.894
C -1.435746 2.499313 3.701756 0.538 1.179 -1.332
O -2.318262 1.487039 3.456925 0.664 1.097 -0.093
C -2.303118 0.644430 4.593908 -0.383 -1.209 0.178
C -1.825961 1.547736 5.684481 -0.146 -0.265 1.211
O -1.014719 2.483610 5.000273 -0.072 0.272 -1.220
H -3.300710 0.243049 4.792255 0.101 0.166 -0.193
H -1.615131 -0.187062 4.408499 0.015 0.131 -0.008
H -2.646976 2.082334 6.173803 0.081 -0.041 -0.031
H -1.247054 1.014164 6.443314 -0.023 0.204 -0.149
O 10.279242 0.236619 5.590580 0.092 2.832 0.285
C 10.203626 1.453795 5.611759 0.172 -2.268 0.028
O 9.996240 2.194748 6.739345 0.054 -0.789 -0.765
C 10.197923 3.549689 6.383804 0.123 0.908 0.691
C 9.948084 3.559019 4.910548 -0.248 0.963 -0.658
O 10.314474 2.252312 4.510060 0.064 -0.811 0.712
H 9.507184 4.200059 6.927436 0.094 -0.260 0.017
H 11.225547 3.831983 6.635564 -0.083 -0.038 -0.035
H 8.892875 3.721006 4.666432 0.079 -0.029 0.033
H 10.552133 4.307770 4.390785 -0.063 -0.273 -0.034
O 4.894397 -5.916431 -6.987736 -2.472 0.792 0.819
C 3.783714 -5.565998 -6.625435 2.279 -0.779 -0.779
O 3.536853 -4.484710 -5.829604 0.431 -0.765 -0.453
C 2.135490 -4.286897 -5.827864 -0.597 0.875 0.376
C 1.597555 -5.637596 -6.173159 -1.205 -0.342 0.106
O 2.625532 -6.205224 -6.962575 1.021 0.388 0.042
H 1.794099 -3.940600 -4.848492 0.203 0.001 -0.118
H 1.884182 -3.531792 -6.580024 0.013 -0.066 0.046
H 1.443418 -6.264855 -5.288803 0.022 0.062 -0.051
H 0.662039 -5.581374 -6.736461 0.210 -0.145 0.033
O -1.631002 0.607693 9.140863 1.871 1.835 0.426
C -0.768066 1.437479 9.374273 -1.646 -1.645 -0.399
O -1.009861 2.764547 9.583793 -0.057 -1.000 -0.300
C 0.201833 3.336230 10.039782 0.179 1.049 0.478
C 1.242065 2.401275 9.513694 1.149 0.234 -0.149
O 0.565823 1.159578 9.458934 -1.078 -0.047 -0.011
H 0.320946 4.351998 9.652915 -0.204 -0.186 0.027
H 0.186184 3.371543 11.134127 -0.003 -0.024 -0.093
H 1.572753 2.668778 8.504544 -0.048 -0.023 0.084
H 2.115202 2.338931 10.168983 -0.170 -0.178 -0.133
```
Forces are in eV/Å.

Mulliken atomic charge list, values in e, 4 entries: -0.49 -0.59 1.00 -0.73

=====

(2)
The following is a DFT calculation (ωB97M-V/def2-TZVPD) of C3H5N3 in the gas phase.

Results
calculated total energy	-7661.1399	eV
multiplicity	1
HOMO-LUMO gap	9.965	eV
relative energy (zero: lowest compared OMol25 entry of this formula, charge and spin)	126.9	kJ/mol
charge	0
SMILES	[H]/N=C1/CC=NN1
largest force on an atom	0.7	eV Å⁻¹

Structure (XYZ):
```
11
Properties=species:S:1:pos:R:3:forces:R:3
H -2.598860 0.613278 0.448137 0.111 0.269 0.098
N -1.998484 -0.150892 0.161125 0.125 0.313 0.272
C -0.749961 0.078824 0.204517 -0.183 -0.179 -0.107
C 0.218219 -0.974128 -0.259191 0.049 -0.010 0.018
C 1.486565 -0.175838 -0.365889 0.022 0.180 0.179
N 1.360006 1.017088 0.083979 -0.026 -0.389 -0.163
N 0.048971 1.176880 0.525141 -0.361 0.020 -0.048
H -0.251637 -1.373029 -1.158246 0.617 -0.181 -0.211
H 0.312242 -1.798792 0.456150 -0.043 0.143 -0.025
H 2.469691 -0.517297 -0.677613 -0.259 0.036 -0.053
H -0.271818 2.133251 0.556293 -0.053 -0.201 0.041
```
Forces are in eV/Å.

Mulliken atomic charge list, values in e, 4 entries: 0.22 -0.62 0.16 -0.14

=====

(3)
The following is a DFT calculation (ωB97M-V/def2-TZVPD) of a molecular structure, C3H4LiO at a distorted geometry.

Results
calculated total energy	-5424.0518	eV
multiplicity	1
HOMO-LUMO gap	4.156	eV
charge	-1
largest force on an atom	2.2	eV Å⁻¹

Structure (XYZ):
```
9
Properties=species:S:1:pos:R:3:forces:R:3
O -1.820437 -0.538899 0.079971 -0.794 1.647 0.108
C 0.084777 -0.488829 0.430558 2.072 -0.822 0.201
C 0.829454 0.042383 -0.808715 -0.397 0.162 -0.172
Li -1.485236 0.831326 1.216657 0.703 -0.591 -0.745
H -2.063485 -1.446939 0.252246 0.432 -0.142 0.180
H 0.286299 0.457042 -1.672950 0.129 -0.112 0.338
H 1.710945 -0.534922 -1.132632 -0.300 -0.001 0.167
C 0.782533 0.771920 0.505079 -1.160 -0.103 -0.243
H 1.675151 0.906917 1.129787 -0.685 -0.037 0.166
```
Forces are in eV/Å.

Mulliken atomic charge list, values in e, 4 entries: -0.60 -0.23 -0.36 0.30

=====

> HOMO-LUMO gap of number 3 (C3H4LiO)?

4.156 eV

=====

> What is the largest force on an atom in the first record?

8.1 eV Å⁻¹

=====

> Which value of charge does entry 3 give?

-1